[1]
{
  "formula": "C31H57Br2N3O6PS",
  "method": "wB97M-V/def2-TZVPD",
  "symbols": ["Br", "Br", "S", "P", "O", "O", "O", "O", "O", "O", "N", "N", "N", "C", "C", "C", "C", "C", "C", "C", "C", "C", "C", "C", "C", "C", "C", "C", "C", "C", "C", "C", "C", "C", "C", "C", "C", "C", "C", "C", "C", "C", "C", "C", "H", "H", "H", "H", "H", "H", "H", "H", "H", "H", "H", "H", "H", "H", "H", "H", "H", "H", "H", "H", "H", "H", "H", "H", "H", "H", "H", "H", "H", "H", "H", "H", "H", "H", "H", "H", "H", "H", "H", "H", "H", "H", "H", "H", "H", "H", "H", "H", "H", "H", "H", "H", "H", "H", "H", "H", "H"],
  "xyz": [[1.650, 1.218, 2.112], [-0.187, -2.517, 2.723], [-1.932, 6.316, 0.000], [-1.075, 2.089, -4.460], [-0.434, -3.811, -3.018], [4.700, -0.897, 9.331], [3.381, 0.292, 5.158], [-1.670, 5.033, -3.049], [0.128, 6.148, -1.915], [-3.107, -6.220, -5.778], [3.326, 1.544, 7.895], [-0.351, -6.527, -4.605], [0.554, 0.303, -0.650], [-3.590, 7.157, 0.229], [-0.406, 2.036, -2.656], [-1.122, 4.254, 3.333], [0.921, 0.177, -5.578], [3.508, 1.693, 5.425], [-1.662, -3.698, -3.725], [-0.597, 4.895, -2.221], [-2.500, -7.465, -5.417], [0.745, 4.244, 0.908], [0.822, 1.502, 0.270], [-2.957, 2.412, -4.515], [0.818, -1.144, -0.296], [-0.930, 7.074, -1.389], [-0.650, -1.893, -0.185], [5.149, 0.460, 9.351], [-0.185, -5.106, -2.468], [-4.105, 6.739, 1.765], [-0.030, 0.551, -2.057], [4.200, 1.925, 6.776], [-0.228, 4.226, 2.227], [-0.599, -3.149, 0.869], [2.038, -0.171, 5.211], [-3.830, 1.636, -3.363], [-0.196, 3.393, -1.701], [-2.650, -5.713, -7.025], [-0.717, 0.450, -5.374], [4.017, 1.496, 9.190], [-1.554, -7.280, -4.221], [0.450, 3.066, -0.193], [4.557, -1.449, 8.029], [0.461, -6.094, -3.460], [-3.143, 6.838, 2.441], [-1.085, -5.510, -1.990], [-1.998, -2.659, -3.658], [2.544, 2.215, 5.367], [-5.018, 7.373, 2.129], [-3.336, 1.998, -5.569], [-1.259, 0.402, -6.436], [2.016, -1.198, 4.836], [1.368, -1.632, -1.227], [-4.394, 6.656, -0.494], [-4.427, 2.468, -2.752], [1.853, 4.055, 1.310], [1.668, -0.176, 6.238], [0.807, -6.979, -2.915], [-2.107, -6.762, -3.437], [-1.618, -5.365, -6.950], [0.536, -4.948, -1.657], [-3.314, -8.130, -5.111], [4.460, 2.986, 6.871], [1.353, -5.614, -3.880], [-4.331, 5.574, 1.704], [-3.574, 8.322, 0.079], [5.970, 0.614, 8.642], [-0.860, -2.353, -1.264], [-0.226, -0.399, -2.753], [0.263, -3.874, 0.511], [5.280, -1.042, 7.317], [-1.543, -1.147, 0.052], [4.717, -2.530, 8.100], [3.538, -1.299, 7.670], [-3.263, 3.551, -4.497], [1.519, -1.313, 0.626], [0.742, 5.335, 0.487], [-3.186, 0.934, -2.678], [3.250, 1.274, 9.940], [-3.278, -4.860, -7.296], [1.421, -0.300, -4.624], [1.386, 0.442, 4.579], [-1.119, -0.492, -4.782], [1.381, 1.249, -5.802], [5.583, 0.611, 10.346], [-2.735, -6.469, -7.812], [-1.254, -8.264, -3.842], [-0.630, -5.702, -5.126], [-0.332, 7.989, -0.910], [1.155, -0.481, -6.519], [4.149, 2.101, 4.636], [5.122, 1.343, 6.782], [-2.446, -4.340, -3.313], [-1.992, -7.941, -6.267], [-1.504, -3.916, -4.783], [4.406, 2.494, 9.423], [-1.712, 4.195, 4.353], [-4.663, 0.997, -3.924], [2.935, 0.626, 7.711], [-1.593, 7.538, -2.235], [-1.642, -3.681, 0.870]],
  "atomic_forces_ev_per_a": [[-1.3, 0.2, -3.1], [-0.3, -0.4, -1.1], [0.1, 0.3, -0.1], [0.5, 1.2, -0.5], [-0.2, -0.2, 0.2], [0.3, 0.4, -0.4], [-0.6, 0.2, -0.1], [7.0, -1.8, 5.4], [-3.3, -3.3, 1.1], [0.4, -0.1, -0.3], [0.3, 0.1, -0.2], [-0.2, 0.0, 0.4], [-0.4, 4.6, -1.5], [-2.3, 0.0, -0.1], [0.5, -1.5, 3.6], [6.7, -0.5, -7.6], [-0.2, 1.3, -0.3], [0.7, 0.1, 0.3], [0.2, 0.3, -0.1], [-5.1, 1.5, -4.6], [-0.1, 0.0, 0.6], [0.3, -0.3, 1.4], [-1.4, 0.9, -2.9], [-1.8, -0.6, 0.0], [-0.2, -1.5, -0.7], [0.2, 3.3, -0.2], [-0.2, -0.5, -0.3], [-0.3, 0.1, 0.5], [0.6, -0.2, 0.0], [1.6, -0.8, -0.8], [0.2, 3.3, 1.4], [-0.8, -0.2, 0.0], [-6.1, 0.0, 7.2], [-0.1, 0.1, -1.9], [0.4, -0.2, 0.1], [-1.2, 0.4, -0.6], [1.7, -3.7, 1.9], [-0.3, 0.0, 0.2], [0.4, -2.7, 0.2], [-0.2, -0.4, -0.1], [0.2, 0.1, -0.8], [-0.9, -1.7, -2.0], [-0.1, -0.3, 0.4], [-0.2, 0.3, -0.4], [-2.2, 0.0, -1.0], [-0.1, 0.1, -0.2], [0.0, 0.0, 0.1], [0.0, -0.2, 0.2], [1.9, -1.3, -0.8], [1.2, 0.9, 2.1], [1.1, 0.6, 2.5], [0.1, 0.1, 0.0], [-1.1, 1.2, 1.9], [1.9, 1.4, 1.3], [1.5, -2.1, -1.0], [-2.5, 0.3, -0.8], [-0.2, 0.1, 0.0], [-0.1, 0.1, 0.0], [-0.3, -0.1, 0.2], [0.2, -0.1, -0.2], [0.0, 0.0, -0.1], [0.1, 0.0, 0.0], [0.0, -0.1, 0.0], [-0.1, 0.0, 0.2], [0.2, 2.6, 0.3], [0.2, -2.4, 0.3], [-0.1, -0.1, -0.1], [0.4, 0.8, 2.3], [0.6, 2.2, 2.0], [-1.9, 1.4, 1.0], [-0.1, 0.1, 0.0], [2.1, -1.5, -0.2], [0.0, 0.1, 0.1], [0.0, 0.0, -0.3], [1.3, -2.3, 0.0], [-1.6, 0.9, -1.6], [-0.3, -2.3, 0.4], [-1.3, 1.5, -1.2], [0.2, 0.0, 0.0], [0.0, -0.1, 0.1], [-1.1, 1.0, -2.0], [-0.1, 0.0, 0.2], [0.5, 1.7, -1.2], [-0.7, -2.4, 0.6], [-0.1, -0.1, -0.1], [0.1, 0.1, 0.0], [0.0, 0.1, 0.0], [0.0, -0.2, 0.0], [-1.0, -2.2, -1.2], [-0.7, 1.1, 2.0], [0.0, 0.0, 0.0], [0.2, 0.0, -0.2], [0.1, 0.0, -0.1], [0.0, 0.2, 0.1], [-0.3, -0.1, 0.0], [0.0, -0.1, -0.1], [1.6, 0.2, -2.8], [1.8, 1.2, 1.4], [0.1, 0.2, 0.0], [1.3, -1.3, 1.5], [2.2, 1.0, 0.2]],
  "e_lumo_ev": -5.047,
  "orbital_gap_ha": 0.187,
  "total_charge": 1,
  "spin_multiplicity": 1
}



[2]
{
  "formula": "C31H57ClP2PdSi2",
  "method": "wB97M-V/def2-TZVPD",
  "symbols": ["Pd", "Cl", "P", "P", "Si", "Si", "C", "C", "C", "C", "C", "C", "C", "C", "C", "C", "C", "C", "C", "C", "C", "C", "C", "C", "C", "C", "C", "C", "C", "C", "C", "C", "C", "C", "C", "C", "C", "H", "H", "H", "H", "H", "H", "H", "H", "H", "H", "H", "H", "H", "H", "H", "H", "H", "H", "H", "H", "H", "H", "H", "H", "H", "H", "H", "H", "H", "H", "H", "H", "H", "H", "H", "H", "H", "H", "H", "H", "H", "H", "H", "H", "H", "H", "H", "H", "H", "H", "H", "H", "H", "H", "H", "H", "H"],
  "xyz": [[-0.430, 0.384, -0.468], [3.205, 0.064, -3.885], [1.953, -2.268, -0.113], [-1.790, 2.042, -1.230], [0.674, -2.459, 2.793], [-3.020, 1.937, 1.677], [-1.601, 0.842, -3.793], [1.282, -3.354, 1.223], [-1.301, -1.466, -0.952], [-0.665, -3.492, 3.579], [-3.300, 1.990, -0.211], [-1.017, 3.719, -0.923], [2.352, -3.419, -1.520], [4.320, -0.768, -0.366], [-3.118, -2.154, 0.661], [-1.915, 4.862, -1.408], [2.239, 1.218, -2.956], [-5.108, -1.478, -1.176], [-2.195, 2.032, -3.027], [-2.863, 3.648, 2.402], [-2.735, -1.641, -0.595], [-1.426, 0.989, 1.916], [-4.461, -2.296, 1.007], [-3.759, -1.343, -1.526], [3.655, -1.795, 0.559], [0.782, 0.244, 1.550], [1.280, -3.271, -2.612], [-0.113, 1.384, 1.401], [4.563, -2.995, 0.824], [-4.466, 1.052, 2.450], [-5.462, -1.963, 0.085], [0.048, -0.780, 2.251], [-3.697, 2.162, -3.291], [2.522, -4.879, -1.110], [0.399, 3.808, -1.516], [-1.241, -0.268, 2.511], [2.073, -2.228, 3.998], [-4.717, -2.703, 1.985], [0.822, 4.797, -1.283], [-4.113, 3.077, -2.857], [3.318, -5.026, -0.374], [-6.511, -2.117, 0.342], [-4.221, 0.783, 3.485], [3.015, -1.931, 3.525], [-1.437, -3.810, 2.869], [1.173, -2.228, -2.936], [-1.714, 1.022, -4.874], [2.000, -4.142, 1.516], [-3.974, 2.835, -0.422], [4.134, -3.713, 1.535], [2.721, 2.197, -3.056], [5.501, -2.629, 1.264], [1.849, 0.275, 1.377], [-2.193, 4.316, 1.849], [-4.738, 0.133, 1.919], [-2.884, 4.884, -0.892], [3.301, -3.052, -1.945], [-2.478, 3.554, 3.427], [2.784, -5.472, -1.995], [0.400, -3.874, 0.804], [-1.700, 2.941, -3.407], [-1.146, -1.535, -2.037], [-2.325, -2.475, 1.348], [3.420, -1.295, 1.515], [2.190, 0.926, -1.904], [4.824, -3.516, -0.107], [-3.850, 1.072, -0.478], [-2.125, -0.092, -3.560], [1.236, 1.281, -3.387], [1.074, 3.049, -1.099], [5.264, -0.441, 0.089], [-0.206, -4.394, 4.007], [-1.979, -0.765, 3.148], [-5.337, 1.720, 2.470], [-2.090, 4.821, -2.492], [-3.482, -1.061, -2.540], [1.555, -3.873, -3.490], [-0.672, -2.180, -0.410], [2.230, -3.164, 4.551], [0.304, -3.632, -2.265], [-0.934, 3.777, 0.175], [-3.858, 4.110, 2.458], [-0.534, 0.693, -3.578], [3.691, 0.120, -0.510], [1.591, -5.288, -0.703], [1.791, -1.446, 4.717], [-1.408, 5.814, -1.200], [0.202, 2.395, 1.159], [-4.259, 1.304, -2.898], [-5.877, -1.244, -1.912], [0.391, 3.695, -2.611], [4.551, -1.190, -1.353], [-1.157, -2.937, 4.388], [-3.860, 2.199, -4.376]],
  "atomic_forces_ev_per_a": [[0.1, -0.4, 0.1], [0.0, -0.3, 0.0], [0.4, 0.5, 0.2], [0.4, 0.4, 0.4], [0.0, 0.1, -0.9], [-0.1, -0.4, -0.5], [-0.1, -0.1, -0.2], [0.0, -0.2, 0.1], [-2.4, -2.4, 0.0], [-0.1, 0.0, 0.1], [-0.2, 0.4, 0.0], [-0.4, -0.2, -0.1], [0.0, 0.0, -0.1], [0.1, -0.1, 0.2], [2.1, 0.2, -0.3], [0.2, 0.3, 0.1], [-0.1, 0.7, 0.0], [-1.8, -0.2, 0.5], [-0.1, 0.3, -0.3], [0.0, 0.2, 0.2], [1.5, 0.0, 0.2], [1.1, 1.5, -0.6], [-1.5, -0.5, 1.2], [1.3, 0.8, -1.1], [-0.7, -0.3, -0.2], [-1.1, 1.5, 0.4], [0.1, -0.1, -0.1], [0.2, -0.5, 0.1], [0.4, 0.3, 0.2], [0.0, 0.1, 0.1], [0.4, 0.2, -0.6], [-1.0, -0.2, 0.9], [-0.1, 0.0, -0.2], [0.1, -0.2, -0.2], [-0.1, 0.1, 0.0], [1.1, -1.9, 0.5], [0.1, 0.0, 0.3], [-0.1, 0.1, -0.3], [-0.1, -0.2, -0.1], [0.1, -0.1, -0.1], [-0.2, 0.0, -0.1], [0.2, 0.1, -0.1], [-0.1, 0.0, -0.1], [-0.1, -0.1, 0.1], [0.2, 0.1, 0.1], [0.0, -0.2, 0.1], [0.1, 0.0, 0.3], [-0.3, 0.2, -0.2], [0.1, -0.1, -0.1], [0.0, 0.2, -0.2], [-0.1, -0.2, 0.1], [-0.1, -0.2, -0.1], [-0.1, 0.0, 0.0], [-0.1, -0.1, 0.1], [0.1, 0.0, 0.0], [0.2, -0.1, -0.2], [-0.2, 0.0, 0.2], [-0.1, 0.1, -0.2], [-0.1, 0.0, 0.1], [0.2, 0.2, 0.1], [-0.1, -0.2, 0.1], [0.1, 0.2, 0.1], [-0.3, 0.2, -0.3], [0.2, -0.2, -0.2], [0.0, -0.1, -0.3], [-0.1, 0.1, 0.2], [0.2, 0.1, 0.0], [0.2, 0.3, 0.0], [0.3, -0.1, 0.2], [-0.3, 0.1, -0.1], [-0.1, 0.0, -0.2], [-0.1, 0.2, 0.0], [0.2, 0.1, -0.6], [0.1, -0.1, 0.0], [0.0, 0.0, 0.2], [-0.1, -0.1, 0.2], [0.0, 0.1, 0.2], [-0.1, 0.4, 0.0], [0.1, 0.2, -0.1], [0.1, 0.1, 0.0], [-0.1, 0.0, -0.4], [0.2, 0.0, 0.0], [-0.4, 0.0, 0.0], [0.1, -0.2, 0.0], [0.2, 0.1, -0.1], [0.1, -0.2, -0.1], [-0.2, -0.1, -0.1], [0.0, -0.2, 0.2], [0.2, 0.2, 0.0], [0.1, -0.1, 0.2], [0.0, 0.0, 0.3], [-0.1, 0.1, 0.2], [0.1, -0.2, -0.1], [0.0, 0.0, 0.2]],
  "e_lumo_ev": [0.458, -2.175],
  "orbital_gap_ha": [0.114, 0.186],
  "spin_multiplicity": 5,
  "s2": 6.0341
}